1.
A molecular structure, C23H32I2N6O2Ru, computed with wB97M-V/def2-TZVPD.

As for the multiplicity: 5. The value obtained for the relative energy (zero: lowest compared OMol25 entry of this formula, charge and spin) is 31.4 kcal/mol. The frontier orbital gap (alpha / beta) is 6.05 / 4.02 eV. The charge is +2.

Geometry (Å):
Ru1 1.13 0.51 1.01
C1 -3.91 -2.15 2.00
C2 -2.82 -2.02 0.92
C3 -2.87 -0.69 0.21
C4 -3.89 -0.46 -0.71
C5 -3.94 0.71 -1.45
C6 -2.95 1.66 -1.33
C7 -1.88 1.46 -0.46
C8 -0.80 2.50 -0.38
C9 -1.21 3.65 0.54
C10 -1.87 0.31 0.36
N1 -0.86 0.17 1.30
C11 -1.13 -0.11 2.55
C12 -0.07 -0.38 3.41
C13 0.05 -0.53 4.80
C14 1.41 -0.62 5.07
C15 2.08 -0.55 3.83
N2 1.21 -0.42 2.84
H1 -3.76 -3.08 2.55
H2 -4.90 -2.19 1.56
H3 -3.89 -1.32 2.70
H4 -3.01 -2.80 0.18
H5 -1.84 -2.20 1.36
H6 -4.64 -1.22 -0.85
H7 -4.75 0.86 -2.15
H8 -2.98 2.57 -1.92
H9 -0.61 2.91 -1.38
H10 0.17 2.04 -0.01
H11 -2.14 4.11 0.19
H12 -0.44 4.42 0.55
H13 -1.38 3.30 1.56
H14 -2.16 -0.09 2.91
H15 -0.75 -0.52 5.52
H16 1.88 -0.73 6.02
H17 3.14 -0.63 3.66
I1 4.00 0.29 0.80
C16 4.78 2.23 0.20
I2 3.54 3.20 -1.22
H18 5.77 2.06 -0.23
H19 4.83 2.83 1.10
C17 1.56 -2.01 -1.07
N3 1.04 -0.63 -1.29
C18 1.94 0.05 -2.26
N4 2.06 -0.70 -3.48
C19 2.58 -2.03 -3.21
N5 1.67 -2.72 -2.32
C20 0.37 -2.84 -2.96
N6 -0.13 -1.50 -3.22
C21 -0.27 -0.78 -1.99
C22 0.76 -0.80 -4.13
H20 0.88 -2.54 -0.40
H21 2.55 -1.95 -0.60
H22 2.94 0.13 -1.82
H23 1.56 1.05 -2.47
H24 3.57 -1.95 -2.74
H25 2.68 -2.58 -4.15
H26 -0.32 -3.38 -2.31
H27 0.48 -3.39 -3.90
H28 -0.97 -1.31 -1.35
H29 -0.67 0.22 -2.22
H30 0.37 0.20 -4.33
H31 0.85 -1.34 -5.07
O1 0.50 2.26 2.75
C23 1.48 2.94 2.43
O2 2.23 2.65 1.48
H32 1.71 3.85 3.02

Mulliken atomic charge list, values in e, 8 entries: 0.31, -1.47, -0.87, 0.93, -0.61, -1.20, -0.34, 0.15



2.
A molecular structure, C23H32KN4O5Si, computed with wB97M-V/def2-TZVPD.

The value obtained for the relative energy (zero: lowest compared OMol25 entry of this formula, charge and spin) is 7.8 kcal/mol. The frontier orbital gap is 4.31 eV. The charge is -1.

Geometry (Å):
K1 -0.86 0.22 0.20
O1 5.02 -0.33 -4.96
C1 5.13 -0.22 -3.54
C2 3.77 0.03 -2.96
C3 3.56 0.99 -1.99
C4 2.29 1.14 -1.46
N1 1.25 0.41 -1.84
C5 1.44 -0.52 -2.78
C6 2.68 -0.74 -3.36
C7 0.24 -1.32 -3.17
C8 0.11 -1.86 -4.44
C9 -1.02 -2.60 -4.75
C10 -1.22 -3.14 -6.14
O2 0.00 -3.71 -6.59
C11 -1.98 -2.77 -3.77
C12 -1.77 -2.19 -2.52
N2 -0.68 -1.49 -2.23
H1 5.86 -0.64 -5.30
H2 5.80 0.59 -3.25
H3 5.53 -1.15 -3.12
H4 4.38 1.62 -1.65
H5 2.10 1.88 -0.69
H6 2.81 -1.51 -4.11
H7 0.87 -1.69 -5.19
H8 -1.52 -2.32 -6.80
H9 -2.03 -3.87 -6.13
H10 -0.11 -3.95 -7.52
H11 -2.87 -3.35 -3.96
H12 -2.50 -2.30 -1.73
C13 3.14 -0.41 4.04
C14 2.14 0.43 4.83
C15 0.69 0.03 4.55
C16 -0.30 1.00 5.25
C17 -0.12 1.16 6.76
C18 0.43 -1.37 5.09
O3 0.90 -1.77 6.15
N3 -0.41 -2.14 4.35
C19 -0.83 -1.87 3.02
O4 -1.54 -2.72 2.49
N4 -0.40 -0.75 2.42
C20 0.37 0.16 3.06
O5 0.79 1.16 2.47
H13 4.17 -0.13 4.29
H14 3.01 -0.27 2.97
H15 3.03 -1.47 4.26
H16 2.25 1.48 4.57
H17 2.33 0.31 5.89
H18 -1.32 0.67 5.04
H19 -0.18 1.96 4.75
H20 -0.10 0.20 7.27
H21 -0.94 1.75 7.17
H22 0.81 1.68 6.99
H23 -0.65 -3.05 4.70
C21 -2.95 4.22 -0.56
Si1 -3.40 2.34 -0.48
C22 -4.64 2.36 0.99
C23 -4.64 2.25 -1.96
H24 -3.84 4.87 -0.58
H25 -2.36 4.44 -1.46
H26 -2.34 4.51 0.31
H27 -5.44 3.12 0.88
H28 -4.12 2.57 1.93
H29 -5.13 1.39 1.10
H30 -5.43 3.02 -1.90
H31 -5.14 1.27 -1.99
H32 -4.12 2.38 -2.91

Mulliken atomic charge list, values in e, 8 entries: 0.97, -0.53, -0.60, 0.74, -0.89, -0.47, -0.33, 0.33



Copy entry 2 word for word.
A molecular structure, C23H32KN4O5Si, computed with wB97M-V/def2-TZVPD.

The value obtained for the relative energy (zero: lowest compared OMol25 entry of this formula, charge and spin) is 7.8 kcal/mol. The frontier orbital gap is 4.31 eV. The charge is -1.

Geometry (Å):
K1 -0.86 0.22 0.20
O1 5.02 -0.33 -4.96
C1 5.13 -0.22 -3.54
C2 3.77 0.03 -2.96
C3 3.56 0.99 -1.99
C4 2.29 1.14 -1.46
N1 1.25 0.41 -1.84
C5 1.44 -0.52 -2.78
C6 2.68 -0.74 -3.36
C7 0.24 -1.32 -3.17
C8 0.11 -1.86 -4.44
C9 -1.02 -2.60 -4.75
C10 -1.22 -3.14 -6.14
O2 0.00 -3.71 -6.59
C11 -1.98 -2.77 -3.77
C12 -1.77 -2.19 -2.52
N2 -0.68 -1.49 -2.23
H1 5.86 -0.64 -5.30
H2 5.80 0.59 -3.25
H3 5.53 -1.15 -3.12
H4 4.38 1.62 -1.65
H5 2.10 1.88 -0.69
H6 2.81 -1.51 -4.11
H7 0.87 -1.69 -5.19
H8 -1.52 -2.32 -6.80
H9 -2.03 -3.87 -6.13
H10 -0.11 -3.95 -7.52
H11 -2.87 -3.35 -3.96
H12 -2.50 -2.30 -1.73
C13 3.14 -0.41 4.04
C14 2.14 0.43 4.83
C15 0.69 0.03 4.55
C16 -0.30 1.00 5.25
C17 -0.12 1.16 6.76
C18 0.43 -1.37 5.09
O3 0.90 -1.77 6.15
N3 -0.41 -2.14 4.35
C19 -0.83 -1.87 3.02
O4 -1.54 -2.72 2.49
N4 -0.40 -0.75 2.42
C20 0.37 0.16 3.06
O5 0.79 1.16 2.47
H13 4.17 -0.13 4.29
H14 3.01 -0.27 2.97
H15 3.03 -1.47 4.26
H16 2.25 1.48 4.57
H17 2.33 0.31 5.89
H18 -1.32 0.67 5.04
H19 -0.18 1.96 4.75
H20 -0.10 0.20 7.27
H21 -0.94 1.75 7.17
H22 0.81 1.68 6.99
H23 -0.65 -3.05 4.70
C21 -2.95 4.22 -0.56
Si1 -3.40 2.34 -0.48
C22 -4.64 2.36 0.99
C23 -4.64 2.25 -1.96
H24 -3.84 4.87 -0.58
H25 -2.36 4.44 -1.46
H26 -2.34 4.51 0.31
H27 -5.44 3.12 0.88
H28 -4.12 2.57 1.93
H29 -5.13 1.39 1.10
H30 -5.43 3.02 -1.90
H31 -5.14 1.27 -1.99
H32 -4.12 2.38 -2.91

Mulliken atomic charge list, values in e, 8 entries: 0.97, -0.53, -0.60, 0.74, -0.89, -0.47, -0.33, 0.33



What is the relative energy (zero: lowest compared OMol25 entry of this formula, charge and spin) in the first record?
31.4 kcal/mol